Entry 1:
The following is a quantum chemistry calculation of C26H62BFO5S as an isolated structure, from OMol25.

```
! RIJCOSX wB97M-V def2-TZVPD def2/J DEFGRID3
* xyz 0 1
B -1.649 -1.310 3.065
H 5.726 -0.794 -0.490
C 5.660 -6.974 2.849
H 1.271 -5.939 2.383
H 5.311 -8.776 4.026
H -4.085 3.780 -1.543
H -1.240 3.659 -7.368
H 1.196 -1.545 1.731
H 3.474 -1.576 2.517
O -1.582 -2.086 4.167
C -3.101 5.085 -5.742
H -0.619 2.169 -0.917
O -1.124 1.980 2.572
C 5.405 -2.545 0.710
H 4.137 -1.496 -0.679
H -3.586 3.523 -4.363
C -1.828 -3.491 4.004
H -2.064 2.663 -1.793
H -4.364 5.916 -7.280
H -0.909 -3.993 4.257
C -3.106 4.292 0.309
H -3.007 -4.973 5.024
O -0.576 -0.384 2.858
H 2.228 -2.004 0.399
H -4.035 7.466 -0.749
H -2.209 1.713 -0.305
C -5.383 3.985 -5.434
H 2.069 0.331 -0.526
H 2.861 0.058 2.569
H 0.475 -0.384 -0.316
H -3.053 5.149 0.986
C -3.324 5.598 -7.165
H -1.206 3.600 0.990
H 6.911 -8.059 4.251
H 3.622 -5.534 5.300
S -0.899 1.037 3.602
H -3.567 2.989 -6.028
C -1.647 2.512 -0.794
H 4.170 -7.191 5.298
C 3.168 -0.739 1.883
H 6.499 -6.537 2.302
H 1.901 -7.086 4.472
H 4.110 0.677 0.552
C -1.521 4.180 -8.285
H -2.720 6.500 -7.305
H -3.892 5.893 -2.694
H -5.709 4.788 -4.770
H 4.897 -7.206 2.101
C 5.136 -5.933 3.836
C 2.696 -6.757 3.797
H -3.622 3.713 -8.184
H -4.894 5.024 -0.623
H -3.379 5.877 -5.041
H -2.401 7.002 -0.257
H 6.190 -2.336 1.439
H -2.658 7.823 -1.792
C -3.078 7.083 -1.109
H -5.727 4.216 -6.443
C -2.863 -3.908 5.019
C -1.690 3.790 0.037
C -3.906 4.673 -0.937
C 4.904 -1.258 0.062
H -1.100 4.569 -0.457
H -3.657 3.517 0.851
H 4.597 -3.072 1.220
O -2.487 0.707 4.152
C 1.362 -0.039 0.218
C 3.907 -6.358 4.639
H -3.232 5.056 -9.233
H -1.322 3.506 -9.119
C 2.162 -5.621 2.927
H 1.889 -4.757 3.538
O -2.643 -1.288 2.155
H -2.517 -3.551 5.973
H -2.122 -3.755 2.997
H 4.911 -5.012 3.289
C -3.259 5.742 -1.815
H -0.868 5.048 -8.396
H 1.061 0.798 0.850
H 2.938 -7.617 3.168
H 5.816 -3.221 -0.041
C -2.988 4.600 -8.270
H -2.033 4.908 -5.583
H -5.884 3.068 -5.119
F -2.396 0.766 5.542
H 5.170 0.017 1.772
C 6.129 -8.264 3.518
H -2.989 -2.160 1.928
H -3.781 -3.382 4.799
H 6.537 -8.953 2.778
H 2.897 -5.296 2.190
C -3.867 3.816 -5.378
C 4.369 -0.248 1.075
C 1.961 -1.169 1.052
H -2.293 5.392 -2.191
H 5.935 -5.677 4.538
*
```

The energy above the lowest of the compared OMol25 structures with the same formula, charge and spin is 0.0 kJ/mol. The calculation puts the orbital gap at 10.799 eV. The value obtained for the total energy is -52434.158 eV. The LUMO energy is 0.2738 eV. As for the HOMO energy: -10.52 eV.



Entry 2:
The following is a quantum chemistry calculation of one molecule with the formula C10H10O2, from OMol25.

```
! RIJCOSX wB97M-V def2-TZVPD def2/J DEFGRID3
* xyz 0 1
O 3.661 -1.536 -0.713
C -3.562 -0.560 -0.196
H -1.380 1.893 -1.076
H 3.451 0.667 1.260
C 0.571 0.317 -0.012
H -3.733 1.272 -1.263
C -3.053 0.602 -0.744
H -3.034 -2.256 0.994
C -0.860 0.032 -0.059
H -0.582 -1.641 1.186
C -1.292 -1.054 0.589
H 0.201 1.906 1.046
C 1.530 -0.625 -0.346
H 1.100 -1.542 -0.794
C 3.761 0.623 0.270
C 3.025 -0.533 -0.288
H -4.612 -0.836 -0.065
C -2.631 -1.336 0.504
H 3.434 1.506 -0.240
C -1.743 0.979 -0.672
O 0.903 1.596 0.497
H 4.845 0.527 0.119
*
```

The energy above the lowest of the compared OMol25 structures with the same formula, charge and spin is 190.7 kJ/mol. The calculation puts the orbital gap at 9.283 eV. The value obtained for the total energy is -14625.970 eV. Its SMILES is CC(=O)/C=C(\O)c1ccccc1. The LUMO energy is 0.2135 eV. As for the HOMO energy: -9.07 eV.



Entry 3:
The following is a quantum chemistry calculation of an isolated ion of composition C4H10N and charge +1, from OMol25.

```
! RIJCOSX wB97M-V def2-TZVPD def2/J DEFGRID3
* xyz 1 1
H 2.395 -0.167 -0.926
C -2.464 0.007 -0.665
H -2.594 -0.265 -1.684
N 1.749 0.523 -0.507
H -2.762 0.841 -0.157
C 0.527 0.009 0.151
H -0.333 0.346 -1.555
C -0.678 0.229 -0.525
H -2.610 -0.885 0.036
H 2.379 1.222 -0.035
H 1.334 0.986 -1.359
H 0.321 0.049 2.217
H 1.717 -0.821 1.928
H 0.228 -1.510 1.542
C 0.792 -0.563 1.540
*
```

The energy above the lowest of the compared OMol25 structures with the same formula, charge and spin is 322.0 kJ/mol. The calculation puts the orbital gap at 10.541 eV. The value obtained for the total energy is -5790.521 eV. Its SMILES is C/C=C(\C)[NH3+]. The LUMO energy is -3.6954 eV. As for the HOMO energy: -14.24 eV.



Entry 4:
The following is a quantum chemistry calculation of C28H36FeN3O7S2 as an isolated structure, from OMol25.

```
! RIJCOSX wB97M-V def2-TZVPD def2/J DEFGRID3
* xyz -1 5
H 3.605 1.514 -5.438
H 0.222 -3.850 1.136
C -5.434 -0.332 -3.760
O -3.557 -4.107 -0.928
C 3.672 -1.466 0.323
C -5.695 -1.665 -3.510
C 2.317 -1.736 0.417
O -2.983 -2.170 0.471
C 3.183 -0.022 -1.509
C -0.012 1.588 6.036
H 0.232 2.618 6.297
H 0.366 1.813 -3.119
H 1.038 -2.217 4.418
H -1.023 1.381 6.395
C 4.110 -0.594 -0.653
O -1.511 -2.787 -1.286
H 4.364 -1.927 1.016
C 3.641 2.945 -3.829
H 1.875 2.040 -1.079
H 0.514 4.302 1.859
C -0.065 0.076 4.045
C 0.090 1.365 4.546
H -2.564 -2.294 2.995
C 3.690 0.893 -2.589
C 0.247 0.916 1.836
C 0.305 2.434 3.690
N 1.417 -1.217 -0.418
Fe -0.889 -1.224 0.178
H -1.707 -1.906 4.489
C -0.023 -0.208 2.660
H 0.793 3.474 -3.566
H -4.151 1.336 -3.302
N 3.096 2.096 -2.771
O 4.675 0.555 -3.237
C -4.373 0.294 -3.123
C 1.850 -0.381 -1.369
H 0.404 3.442 4.081
H 0.668 0.929 6.581
H 1.922 -2.364 1.199
H -0.132 3.308 0.545
H 1.631 -3.235 3.116
H -1.985 -3.593 4.050
H 0.321 0.768 0.761
C -0.600 -3.821 1.857
H -6.520 -2.165 -4.003
H 3.622 3.201 -5.972
H -0.094 3.141 -2.075
H -0.258 -0.706 4.761
H 2.134 2.494 -5.322
O -0.979 -0.122 -1.887
H -0.608 -4.770 2.399
C -0.444 -2.656 2.840
O -2.373 1.889 -2.057
C 0.383 2.201 2.317
C 0.603 3.340 1.353
C -4.897 -2.371 -2.622
S -2.920 -2.822 -0.844
C -1.750 -2.600 3.653
C 3.220 2.511 -5.228
C -3.831 -1.759 -1.975
C 0.758 -3.015 3.736
C 2.006 2.652 -1.968
H 3.300 3.961 -3.626
H -6.052 0.229 -4.451
N -0.198 -1.432 2.051
H 5.160 -0.354 -0.770
H 4.728 2.925 -3.755
C -3.563 -0.401 -2.232
H 1.598 3.292 0.902
H -5.086 -3.413 -2.408
H 2.327 3.639 -1.624
H -1.534 -3.746 1.306
H 1.089 -0.002 -2.036
O -2.364 0.456 -0.056
C 0.696 2.776 -2.731
S -2.229 0.564 -1.515
H 0.536 -3.909 4.327
*
```

The energy above the lowest of the compared OMol25 structures with the same formula, charge and spin is 0.0 kJ/mol. As for the expectation value of S²: 6.008. The calculation puts the orbital gap (alpha / beta) at 6.870 / 6.965 eV. The value obtained for the total energy is -104485.815 eV. The LUMO energy (alpha / beta) is 2.6743 / 2.6721 eV. As for the HOMO energy (alpha / beta): -4.20 / -4.29 eV.



Entry 5:
The following is a quantum chemistry calculation of a 2-piece molecular cluster, C7H11N overall, from OMol25.

```
! RIJCOSX wB97M-V def2-TZVPD def2/J DEFGRID3
* xyz 0 1
H -0.746 0.774 -0.532
H 3.407 1.761 0.132
C 2.627 0.917 0.037
H 1.956 -2.438 0.260
H -1.471 -0.889 0.611
H -2.280 -1.063 -0.874
H -3.137 0.866 -0.722
C 1.312 1.337 -0.193
C 1.833 -1.346 0.014
H -0.322 -1.623 -0.396
N -1.899 -0.449 -0.132
C 0.250 0.457 -0.283
H 3.893 -0.729 0.454
H -2.897 1.233 0.986
C -3.031 0.341 0.254
H -3.963 -0.192 0.597
H 1.090 2.398 -0.091
C 0.495 -0.931 -0.288
C 2.884 -0.423 0.166
*
```

The energy above the lowest of the compared OMol25 structures with the same formula, charge and spin is 284.9 kJ/mol. The calculation puts the orbital gap at 9.679 eV. The value obtained for the total energy is -8924.776 eV. Its SMILES is c1ccccc1.CN. The LUMO energy is 0.9202 eV. As for the HOMO energy: -8.76 eV.



Entry 6:
The following is a quantum chemistry calculation of C5H20NO6 as an isolated structure, from OMol25.

```
! RIJCOSX wB97M-V def2-TZVPD def2/J DEFGRID3
* xyz -1 1
O 1.205 -3.181 2.333
O -2.498 2.012 0.181
N 1.268 0.420 0.757
H -0.391 1.126 2.082
C 0.663 1.237 1.787
H -3.418 1.757 0.052
O 0.227 -1.708 -3.003
H 0.577 -2.643 1.756
H 2.028 -2.713 2.165
H -3.020 -0.919 1.905
H 2.280 -0.643 -1.162
C 1.455 -0.067 -1.524
H -1.427 -1.085 -0.482
O -2.411 -0.165 1.953
H -0.226 0.945 -0.622
C 0.409 0.085 -0.406
H 1.799 -0.609 -3.665
H 1.594 -0.425 1.106
H 0.369 -2.296 -2.263
H 0.070 -2.101 -0.536
H -1.492 -0.865 1.649
H 0.370 0.245 -3.384
H 1.294 1.163 2.651
H 0.573 2.274 1.419
C 1.009 -0.511 -2.906
C -0.419 -1.229 -0.077
O -0.468 -1.451 1.299
H 0.460 2.824 -0.729
H -2.404 1.392 0.954
H 1.925 0.886 -1.785
H -1.082 2.905 -0.535
O -0.319 3.339 -0.967
*
```

The energy above the lowest of the compared OMol25 structures with the same formula, charge and spin is 149.9 kJ/mol. The calculation puts the orbital gap at 8.573 eV. The value obtained for the total energy is -19285.010 eV. The LUMO energy is 3.3945 eV. As for the HOMO energy: -5.18 eV.